82
Properties=species:S:1:pos:R:3:mulliken_spin:R:1 method="wB97M-V/def2-TZVPD" relative_energy_kj_mol=0.0 s2=3.91 total_charge=-1 e_tot_ev=-75882.2651 multiplicity=4 largest_force_ev_per_a=1.79
Cr -0.3996 -0.1939 0.0897 3.48
N -2.1108 0.5431 1.5782 0.00
C -2.4491 0.0384 2.9110 0.00
C -1.2050 -0.0684 3.8036 0.01
N -0.0905 -0.7117 3.1176 0.02
C -0.1131 -2.1757 3.1288 0.01
C -0.9085 -2.8024 1.9844 -0.03
N -0.4134 -2.3321 0.6939 -0.08
H -2.7627 0.1655 0.8873 -0.02
H -2.2072 1.5522 1.5450 0.01
H -3.1849 0.6703 3.4171 0.00
H -2.9144 -0.9392 2.8032 -0.01
H -0.8885 0.9392 4.0947 0.00
H -1.4822 -0.6027 4.7235 0.00
H 0.7811 -0.4007 3.5244 0.00
H 0.9202 -2.5170 3.0343 0.00
H -0.5135 -2.5541 4.0799 0.00
H -0.8072 -3.8885 2.0818 0.00
H -1.9705 -2.5646 2.0533 -0.01
H 0.5319 -2.6771 0.5340 -0.01
H -0.9912 -2.7205 -0.0449 0.01
C 1.3711 4.7784 0.9609 0.00
N 0.4520 3.8949 0.2582 0.01
C 0.3327 2.5867 0.6248 -0.02
N 0.7458 2.2432 1.8842 0.00
O -0.1054 1.7609 -0.1739 -0.02
H 1.4423 5.7130 0.4115 0.00
H 2.3720 4.3534 1.0658 0.00
H 0.9841 5.0097 1.9547 0.00
H 0.4524 3.9760 -0.7480 0.00
H 0.6687 2.9442 2.6041 0.00
H 0.4107 1.3178 2.1444 0.01
C 1.2622 -0.7445 -0.7438 -0.22
C 2.2358 -1.4444 -1.0595 0.05
C 3.2820 -2.3065 -1.3720 -0.10
C 3.3678 -3.5066 -0.5495 0.02
C 2.9548 -3.4815 0.8004 -0.01
C 2.9668 -4.6183 1.5898 0.01
C 3.3901 -5.8368 1.0738 -0.02
C 3.7940 -5.8892 -0.2562 0.01
C 3.7839 -4.7573 -1.0504 -0.02
C 4.1873 -1.9986 -2.4565 0.01
C 3.8673 -0.9925 -3.3946 -0.03
C 4.7456 -0.6288 -4.3963 0.02
C 5.9845 -1.2492 -4.5216 -0.03
C 6.3249 -2.2392 -3.6079 0.01
C 5.4541 -2.6057 -2.5978 -0.02
H 2.6507 -2.5267 1.2165 0.00
H 2.6539 -4.5580 2.6279 0.00
H 3.4003 -6.7255 1.6924 0.00
H 4.1067 -6.8363 -0.6822 0.00
H 4.0611 -4.8366 -2.0934 0.00
H 2.9043 -0.5044 -3.3070 0.00
H 4.4675 0.1507 -5.0975 0.00
H 6.6740 -0.9597 -5.3054 0.00
H 7.2937 -2.7225 -3.6786 0.00
H 5.7679 -3.3488 -1.8773 0.00
C -1.9896 -0.7221 -0.9463 -0.15
C -2.9758 -1.4680 -0.9061 0.06
C -4.0324 -2.3803 -0.7469 -0.03
C -5.0488 -2.0323 0.2224 0.01
C -5.4131 -0.6831 0.4464 0.01
C -6.3313 -0.3189 1.4146 0.00
C -6.9329 -1.2752 2.2247 0.01
C -6.5890 -2.6117 2.0312 0.00
C -5.6797 -2.9843 1.0606 0.01
C -3.9739 -3.6557 -1.4369 0.01
C -5.1174 -4.4556 -1.6493 0.00
C -5.0447 -5.6659 -2.3145 0.00
C -3.8354 -6.1316 -2.8185 0.00
C -2.7037 -5.3406 -2.6597 0.00
C -2.7662 -4.1324 -1.9901 0.01
H -4.9860 0.0746 -0.2013 -0.01
H -6.6007 0.7263 1.5332 0.00
H -7.6580 -0.9925 2.9781 0.00
H -7.0385 -3.3734 2.6599 0.00
H -5.4135 -4.0280 0.9592 0.00
H -6.0792 -4.0987 -1.3051 0.00
H -5.9485 -6.2501 -2.4529 0.00
H -3.7801 -7.0841 -3.3312 0.00
H -1.7545 -5.6762 -3.0628 0.00
H -1.8740 -3.5252 -1.8892 0.00